The following is a DFT calculation (ωB97M-V/def2-TZVPD) of a cluster of 18 separate species, C72H198N18O18 in total at a distorted geometry.

Each line ends with the Löwdin charge.
Geometry (Å):
C -24.0321 -23.2517 13.4723  -0.08
C -23.9051 -22.5138 14.7592  -0.43
C -22.4518 -22.6094 15.2236  -0.23
O -22.1703 -23.9224 15.6234  -0.20
C -22.4170 -24.2088 17.0409  -0.07
N -24.2934 -21.0934 14.6178  0.09
H -23.3489 -22.7613 12.7570  0.09
H -25.0249 -23.4223 13.0904  0.06
H -23.6925 -24.2746 13.6504  0.08
H -24.5037 -23.0889 15.5956  0.14
H -22.3252 -21.8633 16.0502  0.11
H -21.7093 -22.3291 14.4678  0.13
H -21.9171 -25.2004 17.1656  0.09
H -23.4899 -24.3317 17.3196  0.07
H -21.9767 -23.4300 17.7126  0.09
H -25.2504 -20.9187 14.5743  0.02
H -23.8764 -20.4524 15.2669  0.03
C -20.8817 -17.6814 23.2648  -0.08
C -20.4901 -17.1123 21.8770  -0.43
C -21.7492 -16.4584 21.3071  -0.19
O -22.8371 -17.3973 21.1807  -0.23
C -23.9968 -16.7826 20.7365  -0.14
N -19.4359 -16.2024 22.1869  0.03
H -21.0240 -16.9259 24.0174  0.07
H -20.0591 -18.2134 23.7378  0.08
H -21.7372 -18.3367 23.1000  0.03
H -20.2402 -18.0021 21.2280  0.15
H -21.6181 -15.8151 20.4552  0.10
H -22.0810 -15.7160 22.0617  0.13
H -24.0856 -15.7701 21.1577  0.09
H -24.8645 -17.3990 21.0909  0.09
H -24.0420 -16.6062 19.6647  0.06
H -19.3478 -15.5637 21.4010  0.07
H -19.7222 -15.6350 23.0108  0.09
C -29.0577 -16.0796 10.6534  -0.04
C -29.1804 -14.5702 10.7422  -0.44
C -29.2087 -14.0679 9.2584  -0.15
O -27.8758 -14.4201 8.7849  -0.24
C -27.6764 -14.2238 7.3895  -0.09
N -30.3620 -14.1119 11.4372  0.04
H -28.3279 -16.2858 9.8998  0.05
H -30.0447 -16.4924 10.4564  0.08
H -28.7189 -16.6598 11.5708  0.09
H -28.2695 -14.0565 11.1785  0.11
H -29.4495 -13.0275 9.1037  0.11
H -29.8668 -14.7371 8.7435  0.11
H -28.6138 -14.0305 6.8724  0.09
H -27.2529 -15.1175 6.9607  0.08
H -26.9667 -13.4204 7.2262  0.08
H -31.1457 -14.4221 10.8493  0.08
H -30.3970 -14.5619 12.3771  0.06
C -31.6284 -23.1978 15.6070  -0.05
C -30.0952 -23.0656 15.8117  -0.45
C -29.2765 -24.1883 15.1455  -0.23
O -27.9701 -24.2195 15.6778  -0.19
C -27.0747 -25.0346 14.8034  -0.04
N -29.5546 -21.7834 15.5585  0.05
H -32.0676 -22.2131 15.7287  0.06
H -32.0854 -23.9273 16.2095  0.05
H -31.8342 -23.5225 14.5308  0.10
H -30.0022 -23.1904 16.9602  0.16
H -29.2757 -24.0299 14.0435  0.13
H -29.7326 -25.1238 15.3076  0.11
H -27.2947 -26.0533 15.0417  0.08
H -26.0554 -24.8382 15.0278  0.05
H -27.1619 -24.8126 13.7352  0.08
H -29.6026 -21.5206 14.5560  0.10
H -28.6001 -21.8852 15.7985  0.03
C -26.9099 -17.8982 13.9199  -0.02
C -26.6235 -18.3529 15.3901  -0.33
C -27.0785 -17.1938 16.3278  -0.20
O -26.8294 -17.4695 17.6691  -0.20
C -26.7374 -16.4154 18.5341  -0.10
N -27.1904 -19.7659 15.6384  0.08
H -27.9117 -18.1633 13.5445  0.08
H -26.1323 -18.2939 13.3129  0.04
H -26.6502 -16.8566 13.9663  0.04
H -25.5928 -18.4089 15.6486  0.08
H -28.0970 -16.9878 16.1499  0.09
H -26.5184 -16.3489 15.9429  0.12
H -26.6682 -16.8061 19.5166  0.06
H -27.5680 -15.7352 18.5245  0.07
H -25.8157 -15.8332 18.2497  0.11
H -28.2172 -19.6161 15.7673  0.05
H -26.9598 -20.0822 16.5849  0.03
C -29.0389 -12.8329 14.2420  -0.08
C -28.7951 -14.0651 15.0623  -0.42
C -28.7416 -13.7844 16.5576  -0.15
O -30.0970 -13.4151 17.0390  -0.20
C -30.2453 -13.4305 18.5155  -0.08
N -29.7557 -15.0795 14.6378  0.08
H -28.5918 -11.8849 14.4695  0.06
H -30.1201 -12.5153 14.1568  0.11
H -28.8641 -13.1041 13.2252  0.02
H -27.7484 -14.4176 14.8598  0.13
H -28.0549 -13.0435 16.7981  0.09
H -28.4027 -14.6804 16.9749  0.06
H -29.8307 -14.3643 18.9750  0.07
H -31.2805 -13.2121 18.8360  0.09
H -29.7241 -12.5300 18.8140  0.07
H -29.3911 -16.0494 14.7662  0.07
H -30.5904 -14.9736 15.1753  0.07
C -33.2393 -18.9858 14.3678  -0.04
C -31.7121 -18.8592 14.0465  -0.43
C -31.3820 -17.7773 12.9868  -0.29
O -31.9221 -17.8572 11.7728  -0.18
C -33.1805 -17.2361 11.5560  -0.09
N -30.8921 -18.5974 15.1731  0.06
H -33.4470 -19.9306 14.9271  0.08
H -33.7561 -19.1830 13.4254  0.06
H -33.6620 -18.0808 14.8157  0.07
H -31.3766 -19.7379 13.5535  0.11
H -30.2622 -17.7762 12.8572  0.11
H -31.6326 -16.7600 13.3868  0.12
H -33.1617 -16.4916 10.7457  0.09
H -33.5357 -16.7587 12.4401  0.07
H -33.9796 -17.9694 11.3609  0.09
H -30.7269 -19.4958 15.6502  0.05
H -31.2751 -17.8717 15.7563  0.03
C -21.9918 -12.3650 18.3733  -0.06
C -23.4561 -12.2451 18.0614  -0.47
C -23.7698 -12.6615 16.6788  -0.21
O -25.1739 -12.6848 16.4740  -0.21
C -25.8394 -11.4987 16.0321  -0.10
N -24.2034 -12.9845 19.0975  0.06
H -21.5673 -13.2308 17.9612  0.04
H -21.8557 -12.4575 19.4477  0.08
H -21.4170 -11.6039 17.8181  0.10
H -23.6358 -11.1567 18.0887  0.14
H -23.5873 -13.7062 16.6801  0.11
H -23.1842 -12.0705 15.9513  0.14
H -26.4593 -11.0731 16.8867  0.10
H -26.4501 -11.7618 15.1362  0.07
H -25.1961 -10.6800 15.6137  0.10
H -25.1723 -13.1093 18.8873  0.05
H -24.0338 -12.5409 20.0136  0.09
C -24.5117 -23.7731 22.4588  -0.07
C -23.1149 -23.8856 21.9237  -0.42
C -22.7211 -22.5911 21.2006  -0.24
O -22.9049 -21.4143 21.9614  -0.18
C -22.1240 -20.3712 21.4015  -0.10
N -22.1325 -24.1470 22.9679  0.06
H -24.6014 -22.9117 23.1140  0.07
H -24.7727 -24.7441 22.9109  0.08
H -25.3334 -23.7007 21.6982  0.08
H -23.0368 -24.7360 21.1634  0.16
H -23.2536 -22.4609 20.2877  0.10
H -21.7275 -22.7319 20.8623  0.10
H -22.3497 -19.4893 22.0404  0.05
H -22.3817 -20.1304 20.3441  0.08
H -21.0041 -20.6056 21.3948  0.12
H -21.9464 -23.3193 23.4723  0.05
H -21.3126 -24.5969 22.6957  0.05
C -26.2015 -18.8550 24.6979  -0.05
C -24.9003 -18.2538 25.2280  -0.43
C -23.9342 -19.3459 25.4836  -0.25
O -22.7212 -18.8317 25.9523  -0.18
C -21.8491 -19.9305 25.9516  -0.13
N -24.4452 -17.2366 24.2854  0.06
H -26.9858 -18.1736 24.8218  0.05
H -26.5347 -19.6184 25.3458  0.06
H -26.0342 -19.2842 23.6647  0.10
H -25.1440 -17.7203 26.1672  0.15
H -23.6861 -20.0850 24.6553  0.15
H -24.3184 -19.8319 26.3075  0.10
H -22.2356 -20.8248 26.4391  0.09
H -20.9239 -19.5418 26.4159  0.10
H -21.5877 -20.1802 24.9093  0.08
H -23.5142 -16.9007 24.5719  0.08
H -24.3374 -17.6596 23.3467  0.06
C -25.7854 -14.3960 12.8101  -0.05
C -24.8197 -13.7717 11.8257  -0.36
C -23.3471 -13.8749 12.4283  -0.22
O -23.0717 -12.9448 13.3720  -0.18
C -22.6243 -11.7592 12.7713  -0.09
N -24.7839 -14.5511 10.5517  0.06
H -25.6045 -14.1145 13.8813  0.09
H -25.6556 -15.5013 12.8263  0.07
H -26.8013 -14.0695 12.6590  0.04
H -25.1189 -12.7378 11.5798  0.12
H -22.4981 -13.7184 11.6995  0.14
H -23.2555 -14.8881 12.7751  0.10
H -22.7922 -10.9115 13.4234  0.09
H -23.1743 -11.6023 11.8447  0.09
H -21.5863 -11.7934 12.6485  0.07
H -25.6746 -14.7496 10.0976  0.06
H -24.1710 -14.1399 9.8827  0.06
C -21.8151 -18.6749 12.1735  -0.06
C -22.6174 -17.4199 11.9249  -0.44
C -22.1960 -16.8868 10.5384  -0.24
O -21.0080 -16.1470 10.4400  -0.18
C -20.8328 -15.8038 9.0857  -0.14
N -23.9915 -17.8445 11.7830  0.06
H -22.0150 -19.4171 11.3711  0.10
H -22.0514 -18.9539 13.2273  0.05
H -20.7596 -18.3718 12.0885  0.09
H -22.5118 -16.7104 12.6827  0.08
H -23.0098 -16.2977 10.1558  0.08
H -22.1231 -17.7587 9.9069  0.11
H -20.7548 -16.6956 8.4134  0.09
H -20.0260 -14.9893 9.0540  0.11
H -21.7456 -15.2975 8.6587  0.08
H -24.1444 -18.7160 12.2891  0.06
H -24.8149 -17.2601 11.7377  0.05
C -29.6253 -20.2406 10.9771  -0.05
C -28.7236 -21.1163 10.0977  -0.45
C -27.3221 -20.5586 10.2080  -0.21
O -27.2738 -19.1259 10.1174  -0.20
C -27.2422 -18.8362 8.7302  -0.11
N -28.8249 -22.4937 10.4940  0.04
H -29.5716 -19.2139 10.7596  0.04
H -29.2332 -20.2430 11.9761  0.06
H -30.7124 -20.4997 10.9579  0.10
H -29.0501 -21.0947 9.0272  0.14
H -26.5864 -20.9952 9.5243  0.12
H -27.1025 -20.8383 11.2382  0.12
H -28.2177 -19.0687 8.2185  0.11
H -26.4188 -19.3888 8.2749  0.09
H -27.0935 -17.7882 8.6610  0.06
H -28.7466 -23.2162 9.7326  0.10
H -28.4248 -22.7680 11.3357  0.03
C -31.9814 -16.2618 20.0043  -0.05
C -32.0602 -17.0571 18.7495  -0.43
C -33.3349 -16.7265 17.9803  -0.22
O -34.4892 -16.6624 18.8069  -0.20
C -35.6224 -16.2266 18.0360  -0.11
N -30.9315 -16.9002 17.8270  0.06
H -31.0505 -16.5111 20.4544  0.05
H -32.8521 -16.5702 20.6238  0.10
H -31.9611 -15.1743 19.8975  0.07
H -32.1769 -18.1101 18.8872  0.13
H -33.4324 -17.4673 17.1248  0.12
H -33.3334 -15.7361 17.4683  0.12
H -36.0839 -16.9843 17.3900  0.09
H -35.4055 -15.2495 17.5873  0.08
H -36.4253 -15.8953 18.7541  0.09
H -30.4860 -15.9717 17.8257  0.05
H -30.2592 -17.6868 17.9661  0.04
C -28.3163 -15.6454 22.1431  -0.02
C -27.4883 -14.3949 22.5180  -0.50
C -28.3667 -13.3450 22.9361  -0.21
O -29.1417 -12.8536 21.7980  -0.20
C -30.3524 -12.3529 22.1837  -0.18
N -26.5869 -14.7425 23.5653  0.07
H -28.9175 -15.4991 21.2707  0.05
H -28.8914 -15.8223 22.9958  0.07
H -27.6328 -16.4569 21.8668  0.07
H -27.0171 -14.0587 21.6352  0.12
H -27.8278 -12.3972 23.3295  0.16
H -29.0342 -13.7181 23.7484  0.13
H -30.9850 -11.8986 21.3629  0.10
H -30.2700 -11.5305 22.8919  0.07
H -30.9487 -13.1071 22.7789  0.10
H -26.2993 -15.7053 23.4942  0.03
H -25.8401 -14.1062 23.7222  0.07
C -29.1150 -7.2374 10.2352  -0.06
C -29.7295 -8.3073 11.1147  -0.42
C -28.7794 -8.9878 12.0881  -0.23
O -27.8250 -9.8628 11.5714  -0.17
C -28.3503 -11.1089 11.1431  -0.09
N -30.8749 -7.7489 11.8787  0.03
H -28.7723 -6.4170 10.8709  0.09
H -29.7546 -6.9404 9.4516  0.06
H -28.2581 -7.6214 9.7302  0.07
H -30.1583 -9.0800 10.4642  0.14
H -29.4231 -9.5727 12.7209  0.10
H -28.3079 -8.2584 12.7247  0.13
H -29.0269 -11.3799 11.9361  0.06
H -27.5585 -11.8474 10.9136  0.09
H -28.8994 -11.0633 10.2101  0.07
H -30.6503 -7.2236 12.7231  0.07
H -31.4927 -8.4988 12.1704  0.07
C -29.3648 -21.3030 20.1826  -0.07
C -28.5882 -20.1133 19.7520  -0.44
C -27.1251 -20.5121 19.5171  -0.17
O -26.9723 -21.3287 18.3146  -0.24
C -26.1685 -22.5281 18.5009  -0.06
N -29.1720 -19.3310 18.6527  0.07
H -29.0673 -21.7539 21.1121  0.08
H -29.4949 -22.1006 19.4428  0.08
H -30.3781 -20.9007 20.4089  0.09
H -28.4759 -19.4519 20.6241  0.14
H -26.7064 -21.1190 20.3186  0.11
H -26.4725 -19.6126 19.4957  0.11
H -26.1083 -23.0661 17.5026  0.10
H -26.5126 -23.1844 19.2603  0.07
H -25.1883 -22.1344 18.7577  0.06
H -28.3831 -18.8276 18.2746  0.03
H -29.4392 -20.0757 17.9179  0.11
C -21.2023 -17.9022 15.6003  -0.04
C -21.9450 -17.5749 16.8740  -0.38
C -22.0327 -18.7406 17.8882  -0.20
O -22.8829 -19.8384 17.5871  -0.19
C -24.2441 -19.4597 17.6822  -0.09
N -21.2907 -16.4436 17.6388  0.05
H -21.3750 -17.1493 14.8315  0.08
H -21.6319 -18.8221 15.1710  0.06
H -20.1952 -18.1011 15.9166  0.08
H -22.9400 -17.2772 16.7609  0.10
H -22.3463 -18.3288 18.8608  0.09
H -21.0974 -19.1354 18.1495  0.11
H -24.7932 -20.3942 17.6856  0.06
H -24.5965 -18.7474 16.8916  0.07
H -24.4067 -18.9906 18.7341  0.11
H -20.2697 -16.4311 17.4703  0.08
H -21.6671 -15.5196 17.3617  0.06

Properties
lowest unoccupied orbital energy = 0.508 eV
HOMO level = -0.312 Eh
max |F| = 4.5 eV/Å
orbital gap = 0.3311 hartree
energy above the lowest of the compared OMol25 structures with the same formula, charge and spin = 612.9 kJ/mol